Below is the ion C28H51NO3P3 with charge +1, with properties calculated with ωB97M-V/def2-TZVPD.

```
! RIJCOSX wB97M-V def2-TZVPD def2/J DEFGRID3
* xyz 1 1
H -2.8906 0.6051 4.9842
H -5.1550 -0.9886 -3.9619
H -4.4258 2.9761 2.8983
H -0.1215 4.5017 -0.6011
C -2.6383 -0.1031 -1.2550
H 4.8479 1.1691 -2.4111
H -5.0163 2.5012 -1.9463
H -1.2079 3.2057 1.0564
H -0.4387 -1.9623 -3.2475
H -2.8610 -3.4721 3.3530
H -1.5170 0.2084 3.8564
C -3.4578 2.5380 2.5244
H -2.9310 -3.6647 -1.0502
C -0.7622 1.1099 0.2989
H -6.3538 1.4763 -1.3279
C -2.6073 0.0704 4.0390
H -3.5600 -0.1743 -4.2231
H 7.7620 -0.9297 2.5440
H 1.2979 3.7894 -2.4144
C 6.6524 -0.9445 2.4258
H 3.7429 -4.3139 -0.5735
C 0.9715 -4.6938 -0.5858
C -0.4467 2.6337 0.4750
H 4.1989 0.4545 0.9243
C 3.7135 2.9458 -1.6528
H -0.1601 0.6348 -0.5239
C -4.5510 -0.0780 -3.7061
C 3.3501 -4.5189 -1.6086
H -3.3088 2.9515 1.5016
C 5.2899 0.7152 0.8692
C -2.3509 -2.8071 -1.4615
H 6.5334 1.2429 -0.8694
H 3.5186 -5.5724 -1.9258
O -4.8751 -2.1947 2.7929
H 3.5943 0.8172 -1.1578
C -0.8479 -3.2969 -1.5296
H 7.1246 -0.4849 0.3141
H -1.1260 -4.6837 0.2145
C 1.8420 -4.1002 -1.5944
H -5.7596 -2.2375 2.3665
N -3.1160 -1.4436 0.7112
C -0.0077 -2.7084 -2.5483
H -5.1163 0.7934 -4.1390
H -0.4341 0.5925 1.2441
H 2.0534 -2.6831 -3.3470
O -4.6794 -3.6248 0.7458
C 6.1954 -0.5723 0.9363
H 5.6099 -1.4496 0.5634
H -2.6859 2.9131 4.6121
H 6.2391 -0.1628 3.1097
C -2.3514 3.0233 3.5566
C 2.4557 3.1715 -0.6854
C 4.4006 1.5360 -1.4478
H -1.3119 -1.4379 -0.2302
H -1.0044 3.3200 -1.6173
C -2.2828 0.7691 0.0460
H 6.3028 -1.9744 2.7042
P -3.8672 -2.7305 1.5982
C -0.4212 -4.2724 -0.5486
H 1.3640 -5.4215 0.1581
H -4.9632 1.8424 -0.2348
C 1.3946 -3.1389 -2.5806
H 5.5518 1.3491 1.7639
H 3.8771 -3.7755 -2.2654
H 2.5458 2.3971 0.1162
H -1.3844 2.4855 3.3582
H 2.5805 4.1950 -0.2468
C -0.1779 3.4069 -0.8642
H 1.1707 2.0347 -2.0682
C -3.0324 -0.1727 1.0930
O -2.6688 -3.5515 2.3936
H -2.8169 -1.0146 4.2475
H 5.7810 2.6921 -0.0991
C 1.1734 3.0422 -1.5797
H -2.1339 4.1030 3.3461
C -2.3760 -1.4907 -0.6061
H 0.5043 2.6916 1.0764
H -2.7693 1.7399 -0.2131
H -2.0284 0.0939 -2.1741
H -2.6824 -2.6080 -2.5145
P -4.4377 0.0157 -1.8390
C -5.2471 1.6145 -1.2917
P -3.6817 0.6747 2.6034
H 4.4638 3.7712 -1.5326
C 5.5886 1.6341 -0.4049
H 3.3571 3.0050 -2.7164
*
```

Results
DFT total energy = -2401.74357 a.u.
Lowest unoccupied orbital energy = -4.35 eV
Orbital gap = 6.315 eV
SMILES string = CCCCCCCCCCC[C@@H]1C(P(C)CC)=[N+](P(=O)(O)O)[C@@H](Cc2ccc(C)cc2)[C@H]1P(C)C

Below is a structure of composition C28H52AlP2, with properties calculated with ωB97M-V/def2-TZVPD.

```
! RIJCOSX wB97M-V def2-TZVPD def2/J DEFGRID3
* xyz 1 1
H 0.2309 1.6658 1.2772
H 0.4027 2.8737 -3.1121
H 1.3491 -0.4610 -3.8627
H 2.9857 -0.2958 3.6237
H -0.6735 4.6644 -1.9548
H -1.2537 2.6846 -4.6326
H 4.1529 -1.3644 1.2854
H -2.2471 0.5031 -0.1660
H -1.3943 2.1107 0.8400
H 2.4983 4.4035 0.0517
C -1.6820 2.4840 -3.6303
H -2.4465 3.2351 -3.4387
H 3.7182 1.2273 1.0114
C 4.2396 -1.4774 0.1910
C -1.4270 -3.5910 2.7358
C -2.3861 1.0993 -3.7306
C 1.6098 -3.1630 2.1097
H -3.7670 2.2654 -0.1704
H -1.2506 -4.3011 3.5677
H -0.3796 0.0912 -3.8910
H -1.0332 -2.0726 -3.5442
H 3.8432 1.8575 -0.6694
H 2.7684 -0.4356 1.8849
H -3.4431 1.1661 -4.0350
H -2.5131 -3.4193 2.6856
H -2.9122 0.1773 3.4668
C 3.6093 -0.2792 -0.5552
C -0.5231 2.6436 -2.5435
H 1.8178 -0.9319 -1.5951
H 5.3139 -1.5090 -0.0379
C 0.3786 -0.4729 -3.2897
C -2.6440 -0.8408 3.7466
H -1.9239 0.4270 -4.4810
C -2.2819 1.0998 -1.1169
H -2.8955 4.4302 -1.4645
P -0.2635 -2.5096 -1.2290
H 2.0790 3.0146 -1.0029
H 3.8026 -2.4408 -0.1218
H 1.1131 -3.8349 1.4004
H 0.0304 1.1274 5.1444
C -3.1003 2.3398 -1.0319
H -1.1288 -4.1140 1.8086
C 2.1351 -0.4071 -0.6806
H 2.1677 0.9718 2.7202
H -1.2660 1.5929 4.0216
H -0.7112 2.8861 2.1736
H -2.3130 3.9919 0.1139
C 0.6932 -2.1190 2.6105
C -1.2337 -1.1046 3.3827
H 3.9692 -0.3597 -1.6067
C 4.1220 1.0510 0.0068
P 0.0929 4.0227 0.1802
H 2.4743 -2.7363 1.6022
C -0.6915 -2.3101 2.8938
H 0.4390 1.8678 3.5997
H -2.8272 -0.9481 4.8168
H 5.2166 1.0080 0.0636
C 1.7405 3.9694 -0.6082
C -0.2524 1.1632 4.0795
Al -0.4611 0.8550 -1.8805
H -2.2517 -1.8931 0.0184
H -3.7536 2.3943 -1.9019
H 0.0869 -4.6921 -0.4899
C 0.0037 -4.2736 -1.4939
H 1.4758 -0.4634 0.1791
H 1.6604 4.6800 -1.4292
C 1.0093 -0.7936 2.9821
H 1.9885 -3.7812 2.9305
C -2.0430 -2.6050 -0.7799
H -3.3073 -1.5260 3.2142
C -2.2197 0.3778 -2.3718
H 0.9384 -4.4225 -2.0342
H -2.7792 -2.4438 -1.5650
C -0.8921 3.6678 -1.4943
C 2.2801 -0.1094 2.7984
H 0.6637 -2.6419 -3.5042
C -2.3291 3.6531 -0.9429
C -0.1693 -0.1678 3.4616
C -0.4404 2.5170 1.1894
H -2.4790 -0.6905 -2.3258
C -0.0507 -1.9539 -3.0562
H -2.2277 -3.5951 -0.3580
H -0.8321 -4.7095 -2.0396
*
```

Results
DFT total energy = -2022.68715 a.u.
Lowest unoccupied orbital energy (alpha / beta) = -5.27 / -5.24 eV
Orbital gap (alpha / beta) = 4.248 / 4.171 eV

Below is a structure of composition C28H52BIrN6P2S, with properties calculated with ωB97M-V/def2-TZVPD.

```
! RIJCOSX wB97M-V def2-TZVPD def2/J DEFGRID3
* xyz 2 1
H -1.3262 -4.0179 -2.9364
H -4.6475 1.9706 -3.4074
H -0.7503 -5.4581 -1.5977
C 4.8450 0.1734 1.4238
H -2.4665 -1.2858 -3.3248
C 4.3407 -2.3133 0.1558
H -1.4832 -5.1088 2.0310
H -4.7726 -2.1412 2.7130
H 2.9638 4.5412 -1.2472
C -0.9620 4.5558 1.0936
H -4.9439 1.8074 -1.7119
C 0.5864 3.1995 -1.8148
H 1.5178 5.2162 1.9380
H 0.2122 2.2184 -2.1089
C 2.3528 4.2804 -0.3801
H 6.9029 -0.3755 1.2508
C -3.2927 0.6074 2.2875
C -0.5755 -3.2405 -3.0666
H 1.6764 -3.0004 -1.1888
H -2.6089 -2.4064 1.4463
C 3.3017 -1.4716 0.5274
Ir -0.6814 0.1180 0.6129
H 5.0485 1.1171 1.9150
N -2.1491 1.7214 -3.2438
H 2.9602 2.2374 -2.1788
H 1.7248 1.6830 2.8863
H -1.4814 3.5870 3.4827
H 0.7106 -5.1019 -0.6819
H 1.8252 3.8994 3.0758
H 0.4101 -3.6856 -2.9179
H -2.9155 -5.3469 0.1588
H -2.4707 -0.7127 -1.6483
H -3.1025 1.6609 2.3087
H -0.4960 -6.1909 -0.0221
S -2.5134 1.6707 -0.5652
H -1.4064 2.1045 2.5217
H -0.0797 -0.6364 -3.5856
N 1.9209 -1.6042 0.3651
H -2.4675 1.8560 -4.1908
H -1.7466 3.9844 0.5983
N -2.4454 -0.3005 1.6634
C 5.6331 -1.8914 0.4218
H -1.4377 5.2693 1.7706
C -0.8230 -2.0468 -2.1447
H 1.4399 -3.5958 0.4515
C -0.8894 -4.2779 1.6446
P 0.6914 2.3182 0.7896
C 1.0469 4.4989 2.6050
P -0.5359 -2.4189 -0.3241
H 6.4678 -2.5187 0.1399
C -2.2774 -1.5728 -2.2864
H -0.6278 -2.9050 -4.1048
N -4.1597 -1.3783 2.4754
C -1.1261 -4.1562 0.1208
C 3.5494 -0.2406 1.1486
H -0.4238 5.1325 0.3410
C -2.6225 -4.3518 -0.1825
H -0.0558 -0.0142 -1.9278
H -5.2071 0.2888 3.3547
H 1.1701 -1.1723 -2.4544
H 4.1557 -3.2621 -0.3326
N 2.3206 0.3778 1.3621
H -1.1737 -3.3796 2.1966
C 5.8808 -0.6674 1.0507
C -2.9911 1.7296 -2.2154
C 2.6013 1.9262 -1.1948
H -0.2522 3.8329 -1.5231
C -0.8148 2.8937 2.9640
H -3.2717 -3.6372 0.3151
C 1.2794 -2.7379 -0.2039
C 2.0692 1.6945 1.8516
H 1.6757 5.1115 -0.1909
N -4.2922 1.8073 -2.4779
H 2.1381 0.9429 -1.3013
C -0.3604 -5.2744 -0.6008
C 0.1152 -0.9020 -2.5426
H 2.9596 2.3218 1.7953
H -2.9918 -2.3539 -2.0255
H -1.1636 1.7798 -3.0699
H 0.1532 -4.4908 1.8804
H 3.4713 1.8300 -0.5475
H 0.5509 5.0647 3.3966
H 3.0235 4.1763 0.4734
C -0.0200 3.6513 1.8998
H -0.1615 2.4417 3.7129
H -2.8277 -4.3031 -1.2508
B 1.2811 -0.4531 0.8815
C -4.3558 -0.0563 2.7950
C -3.0117 -1.4837 1.7991
C 1.6082 2.9852 -0.6956
H 1.0772 3.6561 -2.6773
*
```

Results
DFT total energy = -2636.36200 a.u.
Lowest unoccupied orbital energy (alpha / beta) = -7.10 / -6.79 eV
Orbital gap (alpha / beta) = 5.602 / 5.946 eV

Strongest force on any atom, respectively: 4.111; 7.079; 1.291 eV/Å.